105
Properties=species:S:1:pos:R:3:forces:R:3:mulliken_charge:R:1 method="wB97M-V/def2-TZVPD" energy_ev=-157415.216 lumo_energy_ev=-3.77 orbital_gap_ev=7.1 multiplicity=1 total_charge=+1
Ta -0.7390 -0.2376 0.1054 -0.272 -0.308 -0.385 0.12
C -1.4832 -2.9835 -2.4353 0.021 0.003 0.002 -1.81
C -0.2400 -3.5109 -1.7111 -0.008 0.023 -0.079 0.88
C 0.4142 -4.5659 -2.6056 0.002 0.021 0.009 -1.41
P 0.8217 -2.0822 -1.1879 0.011 0.005 0.257 1.25
C 2.3812 -2.6870 -0.3614 -0.029 0.022 -0.036 1.91
C 2.3204 -4.1231 0.1655 -0.063 0.028 0.051 -1.84
C 3.6516 -2.4642 -1.1791 -0.004 -0.040 -0.003 -1.82
C 1.1636 -1.1584 -2.6879 0.028 0.074 0.031 0.30
C 1.8874 -1.6526 -3.7722 0.003 -0.002 -0.031 -0.65
C 2.0080 -0.9222 -4.9397 0.000 -0.020 0.004 -1.12
C 1.3842 0.3141 -5.0235 -0.011 0.018 0.006 -1.03
C 0.6736 0.8294 -3.9532 -0.027 -0.003 -0.047 -0.49
C 0.5679 0.1115 -2.7604 0.082 -0.063 0.061 0.32
N -0.1287 0.6196 -1.6318 -0.273 -0.060 0.008 0.96
C -0.5064 2.0163 -1.6893 0.098 -0.075 -0.043 -0.28
C 0.4779 2.9804 -1.8684 -0.045 0.021 -0.036 -0.34
C 0.1297 4.3184 -1.9191 -0.012 0.009 0.001 -1.12
C -1.2004 4.6975 -1.7937 0.010 0.021 -0.008 -1.09
C -2.1768 3.7395 -1.5734 -0.007 -0.019 0.014 -0.81
C -1.8408 2.3909 -1.4934 -0.004 -0.005 0.018 0.41
P -2.8915 1.0078 -0.9350 0.166 0.148 0.181 0.67
C -3.7823 0.4586 -2.4571 -0.081 -0.066 0.061 0.20
C -2.8373 0.1616 -3.6150 0.028 0.035 -0.033 -1.33
C -4.8097 1.5097 -2.8889 -0.005 -0.025 0.013 -1.35
C -4.2755 1.4336 0.2326 -0.022 -0.004 0.001 0.81
C -4.5853 2.9142 0.4337 0.046 0.011 0.020 -1.78
C -4.1172 0.7319 1.5816 0.012 -0.020 0.005 -1.27
H -2.2196 -3.7841 -2.5208 0.005 -0.006 -0.012 0.69
H -1.2198 -2.6632 -3.4449 0.004 0.015 0.003 0.43
H -1.9715 -2.1526 -1.9268 -0.010 -0.002 0.019 -0.15
H -0.5415 -3.9759 -0.7679 0.000 0.001 -0.031 0.00
H 0.8264 -4.1216 -3.5110 -0.019 0.006 -0.007 0.27
H -0.3561 -5.2709 -2.9246 0.005 -0.017 0.025 0.46
H 1.1892 -5.1377 -2.1071 0.067 0.013 0.012 0.28
H 2.4201 -2.0488 0.5212 0.074 0.118 -0.029 -0.59
H 2.4834 -4.8531 -0.6231 -0.010 -0.019 -0.020 0.35
H 1.3828 -4.3562 0.6721 0.107 -0.028 -0.108 0.38
H 3.1268 -4.2507 0.8897 -0.006 -0.005 0.013 0.52
H 3.7244 -3.1906 -1.9903 0.018 0.000 0.002 0.34
H 4.5177 -2.6069 -0.5308 0.001 -0.010 -0.001 0.47
H 3.7114 -1.4653 -1.6061 -0.001 0.037 0.036 0.32
H 2.3653 -2.6195 -3.7017 -0.002 0.011 0.003 0.35
H 2.5701 -1.3148 -5.7754 0.007 0.002 0.002 0.50
H 1.4522 0.8930 -5.9352 -0.006 0.000 -0.002 0.45
H 0.2022 1.7959 -4.0535 -0.009 -0.018 0.002 0.46
H 1.5097 2.6715 -1.9758 -0.006 0.020 -0.006 0.53
H 0.8965 5.0689 -2.0595 0.006 -0.003 0.000 0.48
H -1.4751 5.7422 -1.8469 -0.005 0.000 -0.002 0.49
H -3.1991 4.0569 -1.4435 -0.004 -0.003 -0.004 0.45
H -4.3112 -0.4520 -2.1538 0.050 -0.035 -0.012 0.58
H -2.3647 1.0823 -3.9629 0.008 0.001 0.003 0.26
H -3.4054 -0.2508 -4.4501 0.003 -0.008 0.001 0.58
H -2.0498 -0.5420 -3.3602 0.003 -0.004 0.001 -0.13
H -4.3161 2.4406 -3.1745 0.013 0.007 -0.002 0.27
H -5.5481 1.7263 -2.1186 -0.010 0.023 -0.038 0.39
H -5.3487 1.1408 -3.7628 0.009 0.009 -0.010 0.47
H -5.1258 0.9635 -0.2714 0.012 0.013 0.030 0.81
H -3.7316 3.4373 0.8684 -0.006 0.008 -0.022 0.24
H -5.4210 3.0018 1.1300 0.001 -0.001 0.005 0.49
H -4.8744 3.4196 -0.4862 -0.024 -0.021 -0.012 0.34
H -3.2982 1.1580 2.1568 0.003 -0.009 0.020 0.05
H -3.9499 -0.3386 1.4617 0.002 0.002 0.003 -0.05
H -5.0394 0.8592 2.1516 -0.005 -0.012 -0.006 0.65
Cl 2.5166 0.8006 0.2446 0.037 -0.146 -0.037 -0.12
C 2.0069 0.0240 1.7159 0.162 0.083 -0.034 0.94
C 0.6774 -0.3584 1.8156 -0.043 -0.059 0.206 -2.55
C 0.2690 -0.7975 3.0754 0.033 -0.096 0.019 1.28
Cl -1.4207 -1.0509 3.3789 -0.008 0.067 -0.020 -0.09
C 1.1558 -0.9920 4.1312 0.123 0.028 -0.012 0.19
Cl 0.6120 -1.5998 5.6391 -0.018 0.000 -0.002 -0.18
C 2.5068 -0.6821 3.9532 -0.081 -0.011 -0.030 0.34
Cl 3.6242 -0.9379 5.2238 0.010 0.004 0.007 -0.17
C 2.9337 -0.1388 2.7417 -0.035 -0.016 0.020 0.50
Cl 4.5776 0.3014 2.5267 -0.008 0.015 -0.029 -0.17
F -0.2974 8.5536 4.0092 -0.021 -0.011 0.010 -0.28
C -1.2484 7.6999 4.4133 0.000 0.012 0.013 0.83
F -2.4385 8.2920 4.2058 0.026 -0.008 0.007 -0.25
F -1.1146 7.5473 5.7428 -0.006 0.008 -0.029 -0.25
C -1.1667 6.3767 3.7010 0.019 0.011 -0.003 0.37
C -2.1771 5.4473 3.9126 -0.013 -0.012 -0.005 -1.24
C -2.1255 4.2196 3.2813 -0.002 -0.011 0.013 -0.07
C -1.0565 3.9147 2.4345 0.053 0.045 -0.043 -0.06
C -0.0432 4.8525 2.2331 -0.019 -0.006 -0.001 -0.52
C -0.0999 6.0825 2.8661 -0.010 0.002 0.000 -0.90
C -0.9982 2.6521 1.7662 -0.035 -0.030 0.065 0.41
C -0.9616 1.5791 1.1955 -0.003 -0.045 0.062 0.22
H -3.0031 5.6869 4.5693 0.002 0.003 0.002 0.41
H -2.9065 3.4884 3.4433 -0.001 0.001 0.006 0.59
H 0.7824 4.6099 1.5773 0.003 0.000 0.003 0.55
H 0.6828 6.8114 2.7112 0.000 0.002 0.001 0.46
Cl -0.8574 -7.6357 3.6591 -0.002 0.007 -0.002 -0.19
C -1.3699 -6.2149 2.8241 0.007 -0.013 0.006 0.29
C -2.6966 -6.0935 2.4344 0.017 0.013 -0.010 -0.82
C -3.1007 -4.9508 1.7684 -0.010 -0.003 0.036 -0.78
C -2.1851 -3.9390 1.4920 -0.023 0.020 0.019 -0.08
C -0.8563 -4.0789 1.8855 -0.094 0.013 0.060 0.28
C -0.4439 -5.2154 2.5555 -0.015 0.007 0.003 -1.53
C -2.6762 -2.7392 0.7775 -0.016 -0.030 -0.304 -0.17
O -3.8080 -2.5474 0.4290 0.021 0.003 0.048 -0.58
O -1.7101 -1.8344 0.4677 0.073 0.283 -0.005 0.78
H -3.3962 -6.8866 2.6562 -0.006 0.002 -0.003 0.47
H -4.1301 -4.8285 1.4600 0.002 0.002 -0.006 0.51
H -0.1414 -3.2933 1.6787 -0.047 0.060 0.067 1.29
H 0.5817 -5.3321 2.8780 0.002 -0.008 -0.001 0.54